# 1
Molecular formula: C24H68AsF6O10
Method: DFT, wB97M-V/def2-TZVPD

As for the expectation value of S²: 0.7545. The LUMO energy (alpha / beta) comes out at -0.481 / -6.853 eV. As for the HOMO-LUMO gap (alpha / beta): 9.04 / 2.67 eV. The value obtained for the highest occupied orbital energy (alpha / beta) is -9.5 / -9.5 eV. For the energy above the lowest of the compared OMol25 structures with the same formula, charge and spin, the calculation gives 0.0 kcal per mole. Its total energy is -4542.4771 hartree. As for the spin multiplicity: 2.

```
109
C24H68AsF6O10 | the OMol25 dataset | wB97M-V/def2-TZVPD
As -0.69 0.36 -1.12
F -1.72 0.15 0.32
F 0.73 -0.28 -0.18
F 0.38 0.55 -2.56
F -2.07 1.00 -2.14
F -0.31 2.02 -0.64
F -0.95 -1.36 -1.67
O -4.78 0.42 -2.50
H -3.88 0.53 -2.22
H -4.83 -0.49 -2.80
O -2.24 -3.46 -2.03
H -1.71 -2.68 -1.86
H -2.55 -3.73 -1.16
C -0.16 4.42 2.09
C -0.24 3.07 2.67
C 0.45 3.01 4.04
O -1.61 2.71 2.82
H -0.96 5.07 2.46
H -0.37 4.26 1.03
H 0.80 4.91 2.24
H 0.22 2.44 1.91
H 1.52 3.20 4.06
H 0.34 2.01 4.47
H -0.02 3.76 4.68
H -1.55 1.76 2.94
C -4.38 -0.43 2.21
C -3.63 0.16 3.37
C -4.20 -0.17 4.72
O -2.22 -0.09 3.20
H -4.19 -1.50 2.23
H -4.06 -0.04 1.24
H -5.46 -0.30 2.21
H -3.71 1.23 3.17
H -3.78 -1.12 5.05
H -5.28 -0.23 4.75
H -3.85 0.55 5.46
H -2.09 -0.13 2.25
C -1.14 -3.31 1.41
C -2.03 -4.54 1.48
C -2.67 -4.62 2.89
O -3.02 -4.29 0.63
H -0.36 -3.24 2.17
H -1.66 -2.36 1.48
H -0.64 -3.22 0.44
H -1.55 -5.47 1.18
H -3.36 -3.80 3.09
H -1.95 -4.82 3.68
H -3.36 -5.47 2.97
H -3.59 -5.06 0.67
C 4.09 -0.85 0.53
C 3.58 -2.30 0.35
C 3.94 -2.94 -1.02
O 4.10 -3.04 1.42
H 5.09 -0.66 0.15
H 4.18 -0.50 1.56
H 3.49 -0.15 -0.06
H 2.50 -2.32 0.49
H 3.62 -2.30 -1.84
H 3.31 -3.81 -1.21
H 5.00 -2.99 -1.30
H 5.05 -2.97 1.39
C 3.93 0.69 -3.54
C 3.96 2.24 -3.52
C 3.62 2.69 -2.11
O 5.21 2.70 -3.91
H 4.78 0.37 -2.95
H 4.01 0.36 -4.58
H 3.04 0.18 -3.18
H 3.21 2.53 -4.25
H 3.53 3.78 -2.06
H 4.36 2.39 -1.37
H 2.63 2.28 -1.92
H 5.19 3.66 -3.85
C 1.04 -1.73 -5.09
C -0.39 -2.07 -5.40
C -1.45 -1.10 -4.93
O -0.62 -2.07 -6.80
H 1.63 -2.57 -5.46
H 1.22 -1.62 -4.02
H 1.32 -0.79 -5.57
H -0.64 -3.02 -4.92
H -1.33 -0.06 -5.24
H -1.43 -0.99 -3.85
H -2.46 -1.29 -5.28
H -0.52 -1.19 -7.15
C -0.90 4.17 -3.51
C -0.94 5.07 -2.20
C -2.22 4.73 -1.38
O 0.16 4.83 -1.43
H 0.02 4.29 -4.08
H -1.78 4.36 -4.13
H -0.89 3.09 -3.33
H -0.90 6.14 -2.38
H -2.44 3.67 -1.29
H -3.05 5.06 -2.00
H -2.37 5.21 -0.42
H 0.12 3.93 -1.08
C 1.83 -2.54 4.91
C 2.17 -1.19 4.38
C 1.48 -0.81 3.10
O 1.74 -0.36 5.41
H 0.92 -2.50 5.52
H 2.63 -2.98 5.50
H 1.58 -3.21 4.08
H 3.25 -1.10 4.28
H 1.77 0.19 2.78
H 0.39 -0.88 3.21
H 1.72 -1.49 2.29
H 2.31 0.41 5.44
```

# 2
Molecular formula: C24H68F4N8O15PbS4
Method: DFT, wB97M-V/def2-TZVPD

The LUMO energy comes out at -1.528 eV. As for the HOMO-LUMO gap: 7.78 eV. The value obtained for the highest occupied orbital energy is -9.3 eV. For the energy above the lowest of the compared OMol25 structures with the same formula, charge and spin, the calculation gives 0.0 kcal per mole. Its total energy is -4706.7852 hartree.

```
124
C24H68F4N8O15PbS4 | the OMol25 dataset | wB97M-V/def2-TZVPD
Pb -1.91 -1.57 3.25
N -1.13 -0.82 5.43
S -1.52 0.50 6.27
O -0.51 1.50 6.22
O -2.23 0.28 7.48
F -2.67 0.99 5.28
S 0.25 -1.32 6.23
O 0.04 -1.77 7.54
O 1.42 -0.63 5.89
F 0.33 -2.69 5.37
N -1.19 -0.42 1.23
S -1.21 -0.21 -0.36
O -0.23 -1.00 -1.02
O -1.55 1.06 -0.86
F -2.52 -1.08 -0.67
S -0.37 0.96 1.67
O -1.16 2.04 2.09
O 0.84 1.23 0.97
F 0.17 0.29 3.03
O -3.07 4.08 2.49
H -3.04 4.92 2.03
H -2.49 3.51 1.98
C 1.04 -4.30 0.85
C -0.20 -3.52 1.35
C -1.46 -4.19 0.90
O -2.55 -3.44 1.49
C -3.79 -3.67 0.83
N -0.23 -3.40 2.83
H 1.04 -5.30 1.28
H 1.96 -3.80 1.15
H 0.99 -4.28 -0.24
H -0.09 -2.60 0.77
H -1.55 -5.20 1.32
H -1.58 -4.20 -0.18
H -4.14 -4.69 1.03
H -3.75 -3.46 -0.24
H -4.53 -2.99 1.25
H -0.21 -4.35 3.20
H 0.66 -2.99 3.10
C 5.45 3.23 -4.61
C 4.28 2.31 -4.96
C 3.27 2.27 -3.81
O 3.52 1.14 -3.01
C 2.48 0.90 -2.10
N 3.70 2.72 -6.25
H 5.05 4.22 -4.37
H 6.19 3.38 -5.40
H 5.97 2.82 -3.75
H 4.74 1.32 -5.04
H 2.26 2.23 -4.25
H 3.25 3.21 -3.23
H 2.71 -0.03 -1.58
H 1.51 0.83 -2.60
H 2.42 1.68 -1.32
H 2.80 2.24 -6.34
H 3.30 3.64 -6.05
C -4.55 1.26 0.27
C -5.66 1.58 1.27
C -6.77 0.51 1.23
O -7.09 0.21 -0.11
C -6.90 -1.14 -0.48
N -5.09 1.65 2.62
H -3.69 1.91 0.49
H -4.89 1.43 -0.74
H -4.16 0.25 0.44
H -6.08 2.54 0.95
H -7.65 0.94 1.72
H -6.32 -0.34 1.74
H -5.86 -1.30 -0.77
H -7.54 -1.34 -1.34
H -7.20 -1.85 0.30
H -5.80 1.96 3.28
H -4.36 2.35 2.62
C 2.23 -2.54 -3.46
C 0.92 -3.28 -3.15
C -0.09 -2.91 -4.21
O -1.33 -3.59 -4.18
C -2.05 -3.32 -3.00
N 1.30 -4.71 -3.28
H 2.17 -1.47 -3.62
H 2.61 -3.06 -4.34
H 2.89 -2.78 -2.63
H 0.55 -3.05 -2.15
H 0.39 -3.04 -5.19
H -0.31 -1.83 -4.15
H -2.22 -2.24 -2.92
H -1.52 -3.77 -2.15
H -3.04 -3.76 -3.13
H 1.81 -4.98 -2.45
H 0.49 -5.33 -3.32
C -0.85 3.94 -1.06
C 0.32 4.87 -0.80
C 0.55 5.79 -1.96
O 1.14 5.08 -3.02
C 1.76 5.89 -3.99
N -0.01 5.69 0.39
H -0.66 3.34 -1.95
H -1.73 4.54 -1.28
H -1.07 3.29 -0.22
H 1.18 4.24 -0.54
H 1.22 6.61 -1.66
H -0.41 6.22 -2.27
H 1.02 6.40 -4.62
H 2.36 5.24 -4.61
H 2.33 6.71 -3.53
H 0.56 6.52 0.46
H 0.16 5.17 1.24
C 4.43 -2.55 4.48
C 3.62 -2.64 3.20
C 3.15 -1.33 2.68
O 4.21 -0.43 2.49
C 3.73 0.76 1.92
N 4.42 -3.29 2.11
H 3.79 -2.21 5.30
H 5.25 -1.83 4.40
H 4.92 -3.48 4.78
H 2.75 -3.27 3.42
H 2.34 -0.89 3.29
H 2.70 -1.55 1.69
H 3.27 0.62 0.94
H 4.51 1.52 1.90
H 2.95 1.13 2.59
H 4.98 -3.98 2.61
H 5.15 -2.61 1.89
```

# 3
Molecular formula: C24H68N4O8
Method: DFT, wB97M-V/def2-TZVPD

The LUMO energy comes out at 0.504 eV. As for the HOMO-LUMO gap: 9.71 eV. The value obtained for the highest occupied orbital energy is -9.2 eV. For the energy above the lowest of the compared OMol25 structures with the same formula, charge and spin, the calculation gives 25.9 kcal per mole. As for the SMILES: COC[C@H](C)N.COC[C@H](C)N.COC[C@H](C)N.COC[C@H](C)N.CCO.CCO.CCO.CCO. Its total energy is -1776.0214 hartree.

```
104
C24H68N4O8 | the OMol25 dataset | wB97M-V/def2-TZVPD
C 7.12 -16.70 21.41
O 7.89 -17.79 21.92
C 9.17 -18.04 21.36
C 10.15 -16.90 21.54
C 11.47 -17.24 20.85
N 10.38 -16.75 22.98
H 7.62 -15.85 20.94
H 6.64 -16.26 22.28
H 6.46 -17.15 20.66
H 9.51 -18.91 21.92
H 9.13 -18.25 20.28
H 9.68 -16.03 21.07
H 11.64 -18.31 20.91
H 12.29 -16.76 21.39
H 11.50 -16.92 19.81
H 9.50 -16.79 23.48
H 10.77 -15.84 23.22
C 3.48 -11.93 17.25
O 2.33 -11.14 17.31
C 2.29 -10.19 16.29
C 1.01 -9.41 16.38
C -0.22 -10.25 16.06
N 1.09 -8.25 15.51
H 3.51 -12.54 16.34
H 3.53 -12.55 18.15
H 4.38 -11.30 17.28
H 3.15 -9.51 16.30
H 2.32 -10.69 15.30
H 0.88 -9.11 17.44
H -0.06 -10.76 15.10
H -1.10 -9.61 15.93
H -0.36 -11.01 16.82
H 1.78 -7.57 15.78
H 0.19 -7.81 15.38
C 13.89 -20.56 12.81
O 12.61 -20.34 12.28
C 11.56 -20.89 13.07
C 11.31 -20.07 14.33
C 10.09 -20.54 15.10
N 11.12 -18.62 13.96
H 13.96 -21.50 13.37
H 14.20 -19.76 13.51
H 14.60 -20.56 11.99
H 10.68 -20.90 12.43
H 11.83 -21.92 13.33
H 12.21 -20.04 14.95
H 10.05 -21.60 15.31
H 9.21 -20.24 14.52
H 10.06 -19.96 16.03
H 10.12 -18.50 13.77
H 11.54 -18.50 13.04
C 3.99 -15.95 15.90
O 4.75 -16.76 16.77
C 6.05 -16.27 17.03
C 6.97 -17.42 17.36
C 8.35 -16.90 17.79
N 7.14 -18.30 16.19
H 4.50 -15.78 14.94
H 3.83 -14.96 16.33
H 3.08 -16.51 15.73
H 6.48 -15.75 16.17
H 6.03 -15.60 17.90
H 6.56 -18.00 18.19
H 8.96 -17.79 18.03
H 8.29 -16.34 18.72
H 8.89 -16.46 16.96
H 6.22 -18.47 15.78
H 7.43 -19.22 16.50
C 4.98 -19.66 20.31
C 4.25 -20.91 20.81
O 3.57 -21.60 19.77
H 5.76 -20.00 19.63
H 5.45 -19.17 21.16
H 4.30 -18.98 19.81
H 3.54 -20.62 21.59
H 4.97 -21.58 21.28
H 2.67 -21.29 19.70
C 3.41 -15.35 20.06
C 3.84 -14.17 20.89
O 5.24 -14.30 21.15
H 4.06 -15.45 19.19
H 2.39 -15.24 19.68
H 3.49 -16.27 20.64
H 3.32 -14.07 21.84
H 3.65 -13.24 20.34
H 5.52 -13.57 21.70
C 5.49 -17.47 12.32
C 6.97 -17.23 12.61
O 7.20 -15.90 13.09
H 5.35 -18.51 12.02
H 5.15 -16.76 11.58
H 4.92 -17.33 13.25
H 7.56 -17.39 11.71
H 7.31 -17.92 13.39
H 6.92 -15.88 14.01
C 12.83 -18.22 17.18
C 12.04 -16.91 17.11
O 11.76 -16.54 15.78
H 13.25 -18.37 18.18
H 13.61 -18.24 16.42
H 12.13 -19.05 17.02
H 12.60 -16.09 17.55
H 11.12 -17.01 17.70
H 11.38 -17.31 15.31
```

# 4
Molecular formula: C24H68O16
Method: DFT, wB97M-V/def2-TZVPD

As for the expectation value of S²: 0.7506. The LUMO energy (alpha / beta) comes out at 2.183 / 2.114 eV. As for the net charge: -1. As for the HOMO-LUMO gap (alpha / beta): 1.97 / 9.16 eV. The value obtained for the highest occupied orbital energy (alpha / beta) is 0.2 / -7.0 eV. Its total energy is -2158.7951 hartree. As for the spin multiplicity: 2.

```
108
C24H68O16 | the OMol25 dataset | wB97M-V/def2-TZVPD
C -2.20 -2.90 1.30
C -1.37 -4.09 0.81
C -1.23 -5.08 2.06
O -1.88 -4.84 -0.26
H -3.05 -3.13 1.95
H -2.77 -2.64 0.41
H -1.66 -2.04 1.68
H -0.36 -3.77 0.53
H -2.16 -5.19 2.62
H -0.45 -4.84 2.78
H -1.09 -6.08 1.65
H -2.75 -5.02 0.10
C 3.01 -3.41 -3.92
C 3.78 -2.34 -3.13
C 3.44 -1.09 -3.72
O 3.34 -2.38 -1.83
H 1.95 -3.14 -3.85
H 3.17 -4.41 -3.52
H 3.34 -3.41 -4.96
H 4.87 -2.39 -3.16
H 4.13 -0.37 -3.28
H 2.42 -0.75 -3.54
H 3.68 -1.00 -4.78
H 3.19 -3.27 -1.49
C 1.31 -0.64 -0.33
C 0.95 0.66 0.24
C 0.27 1.63 -0.81
O 0.14 0.29 1.29
H 2.19 -1.08 0.13
H 1.67 -0.45 -1.34
H 0.52 -1.38 -0.43
H 1.82 1.22 0.59
H -0.54 1.19 -1.39
H 1.01 1.91 -1.56
H 0.02 2.56 -0.29
H 0.44 -0.43 1.86
C 5.79 0.98 0.85
C 5.42 0.84 -0.62
C 5.18 2.24 -1.29
O 6.59 0.25 -1.25
H 4.84 1.10 1.36
H 6.45 1.79 1.16
H 6.24 0.06 1.25
H 4.56 0.18 -0.73
H 4.41 2.81 -0.78
H 4.91 2.19 -2.35
H 6.05 2.89 -1.22
H 6.75 -0.62 -0.89
C 1.99 4.22 2.61
C 0.45 4.45 2.66
O -0.13 3.55 3.59
O 2.38 3.02 1.98
H 2.60 4.25 3.51
H 2.42 5.04 2.04
H -0.02 4.31 1.68
H 0.32 5.52 2.82
H 0.28 3.88 4.39
H 2.09 2.22 2.43
C -1.74 -2.80 -2.71
C -1.33 -3.97 -3.66
O -2.09 -5.04 -3.34
O -2.87 -2.09 -3.07
H -0.88 -2.13 -2.62
H -1.83 -3.22 -1.71
H -0.26 -4.15 -3.74
H -1.61 -3.68 -4.67
H -1.97 -5.12 -2.39
H -3.57 -2.50 -2.57
C -4.36 5.58 0.62
C -4.36 4.21 0.01
O -3.05 3.74 -0.34
O -3.81 5.64 1.98
H -5.35 6.01 0.51
H -3.70 6.15 -0.03
H -4.99 4.07 -0.88
H -4.77 3.48 0.70
H -2.57 3.33 0.38
H -2.90 5.91 1.84
C 1.80 -2.31 3.61
C 1.54 -3.14 4.83
O 2.67 -4.05 5.07
O 0.73 -1.65 3.11
H 2.12 -2.94 2.78
H 2.65 -1.65 3.79
H 0.76 -3.90 4.75
H 1.44 -2.50 5.71
H 2.43 -4.78 5.63
H 0.31 -1.24 3.87
C -3.45 1.12 1.94
C -2.72 2.28 2.52
O -1.74 2.83 1.69
O -2.65 0.03 2.15
H -3.55 1.25 0.87
H -4.46 0.88 2.27
H -2.25 2.19 3.50
H -3.50 3.05 2.60
H -0.98 2.84 2.28
H -1.78 0.29 1.82
C -4.27 0.95 -4.18
C -3.46 1.34 -2.88
O -3.01 2.69 -2.93
O -5.65 1.34 -4.08
H -4.43 -0.13 -4.27
H -3.86 1.46 -5.05
H -2.51 0.81 -2.81
H -4.10 1.09 -2.03
H -3.05 3.11 -2.07
H -5.73 2.24 -4.42
```